DFT (ωB97M-V with the def2-TZVPD basis set) results for C18H32GeN5O6SeW as an isolated structure.

Each line ends with the Löwdin charge.
Cartesian coordinates (Å):
H1 -0.486 -4.540 2.627  0.0308
H2 -0.007 4.390 -0.656  0.1372
H3 1.706 3.491 -4.194  0.1256
H4 3.681 -6.527 -1.087  0.0312
C1 1.707 1.107 0.517  -0.4795
H5 3.529 3.500 -3.262  0.1281
C2 3.329 -6.925 -0.136  -0.1985
O1 -1.662 -0.833 -1.102  -0.3635
H6 -6.916 -3.188 0.580  0.1447
H7 2.301 -3.994 0.952  0.0333
H8 2.190 3.969 -0.726  0.1464
H9 0.614 -3.123 2.818  0.0539
H10 1.979 -4.053 -0.818  0.0177
N1 2.164 3.699 -1.697  0.0960
C3 -6.139 -2.576 0.142  0.0733
C4 0.233 -6.850 -1.210  -0.2008
H11 4.607 0.143 -1.097  0.1330
C5 -5.427 -0.688 -1.180  0.0460
N2 0.882 3.505 -3.615  0.2272
H12 4.354 1.388 -2.914  0.1304
H13 0.969 -7.959 2.126  0.0433
O2 1.776 2.270 0.723  0.1850
O3 -5.296 -4.685 1.701  0.1696
N3 -4.421 -4.029 1.214  -0.3238
C6 0.823 -6.888 1.979  -0.2059
O4 -2.942 0.796 -2.107  0.2354
H14 -0.247 -6.706 2.087  0.0247
H15 2.653 1.121 -2.772  0.1110
H16 -1.170 -2.897 2.596  0.0406
H17 3.303 -0.217 0.789  0.1772
C7 -0.297 -3.502 2.366  -0.2695
H18 1.362 -6.385 2.783  0.0344
C8 3.856 0.914 -0.913  -0.1134
N4 -0.111 4.064 -1.605  0.2196
O5 -3.222 -4.162 1.444  0.0194
H19 4.206 3.532 -1.674  0.1444
H20 0.749 -6.979 -2.161  0.0348
C9 -4.806 -2.882 0.364  -0.0974
H21 3.393 -8.012 -0.196  0.0419
C10 0.989 3.774 -2.309  -0.4264
O6 0.566 0.384 0.794  -0.2181
W1 -0.077 -1.034 -0.284  1.5616
H22 -5.663 0.181 -1.780  0.1425
C11 3.505 1.584 -2.257  -0.1453
H23 -0.927 4.404 -2.090  0.1379
C12 1.631 -4.359 0.171  -0.5384
C13 -6.438 -1.468 -0.643  0.0082
H24 4.008 -6.604 0.654  0.0341
C14 -3.036 -0.189 -1.499  -0.3056
H25 -2.777 -2.478 0.016  0.0608
H26 -0.272 -7.786 -0.974  0.0405
H27 0.013 3.686 -4.093  0.1403
C15 2.784 0.217 -0.070  -0.2358
H28 -7.471 -1.210 -0.829  0.1355
Se1 -0.103 -3.509 0.418  0.9161
H29 2.247 -0.859 -1.774  0.1213
H30 2.507 -1.806 -0.485  0.0924
H31 -0.541 -6.090 -1.337  0.0063
C16 3.382 3.114 -2.252  -0.1359
N5 2.087 -0.918 -0.767  -0.0346
C17 -4.088 -1.031 -0.946  -0.1293
C18 -3.781 -2.144 -0.174  0.0481
H32 4.353 1.640 -0.266  0.1408
Ge1 1.487 -6.409 0.211  0.7994

2S+1: 3
Orbital gap (spin up / spin down): 7.47 / 7.02 eV
Calculated total energy: -5974.74365 hartree
M: 749.89 g/mol
Net charge: +3
<S²>: 2.012
HOMO (spin up / spin down): -17.579 / -17.606 eV
ΔE to the lowest compared entry with this formula, charge and spin: 25.1 kcal/mol